Below is a 9-piece molecular cluster, C41H96F12N7O3P2 overall, with properties calculated with ωB97M-V/def2-TZVPD.

Bonds (Å) are listed after each position.
Atoms and positions in Å:
1 C 4.0965 -0.6193 0.2252  C2 1.586, H8 1.090, H9 1.090, H10 1.090
2 C 4.3521 -1.4131 1.5742  C1 1.586, O3 1.192, N4 1.515
3 O 3.6817 -1.2379 2.5444  C2 1.192
4 N 5.2697 -2.6132 1.4614  C2 1.515, H5 1.010, H6 1.010, C7 1.588
5 H 4.9174 -3.3061 0.8165  N4 1.010
6 H 6.0561 -2.2500 0.9420  N4 1.010
7 C 5.6593 -3.1732 2.8949  N4 1.588, H11 1.090, H12 1.090, H13 1.090
8 H 4.9018 -0.8236 -0.4805  C1 1.090
9 H 3.7159 0.3877 0.3962  C1 1.090
10 H 3.1598 -1.0487 -0.1300  C1 1.090
11 H 6.7306 -3.3610 2.8230  C7 1.090
12 H 5.0609 -4.0739 3.0319  C7 1.090
13 H 5.4422 -2.3649 3.5933  C7 1.090
14 C -0.3651 5.2587 -4.8002  C15 1.498, H21 1.090, H22 1.090, H23 1.090
15 C 1.0054 4.8698 -4.3373  C14 1.498, O16 1.294, N17 1.549
16 O 1.9395 5.7279 -4.0793  C15 1.294
17 N 1.2713 3.3700 -4.0577  C15 1.549, H18 1.010, H19 1.010, C20 1.582
18 H 1.0506 2.8445 -4.8916  N17 1.010
19 H 2.2539 3.1688 -3.9393  N17 1.010
20 C 0.5975 2.9251 -2.6972  N17 1.582, H24 1.090, H25 1.090, H26 1.090
21 H -0.3017 5.5272 -5.8547  C14 1.090
22 H -0.6382 6.2410 -4.4149  C14 1.090
23 H -1.1129 4.5429 -4.4588  C14 1.090
24 H 0.6488 1.8515 -2.5157  C20 1.090
25 H -0.4642 3.1661 -2.6452  C20 1.090
26 H 1.1700 3.1795 -1.8053  C20 1.090
27 C -3.2913 3.3068 -0.3485  C28 1.441, H34 1.090, H35 1.090, H36 1.090
28 C -2.9606 4.4174 -1.2055  C27 1.441, O29 1.210, N30 1.534
29 O -1.8590 4.8971 -1.3473  C28 1.210
30 N -4.1745 5.0020 -1.9383  C28 1.534, H31 1.010, H32 1.010, C33 1.545
31 H -4.4883 4.4507 -2.7243  N30 1.010
32 H -5.0257 4.9791 -1.3950  N30 1.010
33 C -3.9063 6.4498 -2.4051  N30 1.545, H37 1.090, H38 1.090, H39 1.090
34 H -3.8435 3.7605 0.4745  C27 1.090
35 H -2.4371 2.9163 0.2046  C27 1.090
36 H -3.9495 2.6032 -0.8583  C27 1.090
37 H -4.9179 6.7527 -2.6755  C33 1.090
38 H -3.0955 6.5609 -3.1250  C33 1.090
39 H -3.6154 7.0420 -1.5374  C33 1.090
40 C -4.6465 -2.1621 -1.2821  C41 1.520, H49 1.090, H50 1.090, H51 1.090
41 C -4.2350 -1.5776 0.0596  C40 1.520, C42 1.543, H52 1.090, H53 1.090
42 C -4.8671 -2.2727 1.2840  C41 1.543, N43 1.479, H54 1.090, H55 1.090
43 N -4.2789 -1.8425 2.5706  C42 1.479, C44 1.563, C45 1.566, C48 1.545
44 C -4.5508 -0.3172 2.7775  N43 1.563, H56 1.090, H57 1.090, H58 1.090
45 C -4.8516 -2.5631 3.8381  N43 1.566, C46 1.556, H59 1.090, H60 1.090
46 C -3.6798 -2.6625 4.8570  C45 1.556, C47 1.513, H61 1.090, H62 1.090
47 C -2.5111 -1.9897 4.1709  C46 1.513, C48 1.419, H63 1.090, H64 1.090
48 C -2.7605 -2.0441 2.7748  N43 1.545, C47 1.419, H65 1.090, H66 1.090
49 H -4.9744 -3.2012 -1.3118  C40 1.090
50 H -3.9247 -1.7822 -2.0051  C40 1.090
51 H -5.5355 -1.5912 -1.5503  C40 1.090
52 H -4.5396 -0.5330 -0.0051  C41 1.090
53 H -3.1457 -1.5867 0.0957  C41 1.090
54 H -4.7165 -3.3519 1.3084  C42 1.090
55 H -5.9420 -2.1130 1.3681  C42 1.090
56 H -5.5931 -0.0270 2.6449  C44 1.090
57 H -3.9124 0.2334 2.0866  C44 1.090
58 H -4.4065 -0.0978 3.8354  C44 1.090
59 H -5.8065 -2.0969 4.0805  C45 1.090
60 H -5.1098 -3.5623 3.4873  C45 1.090
61 H -3.8759 -2.1324 5.7890  C46 1.090
62 H -3.4500 -3.6681 5.2091  C46 1.090
63 H -2.3825 -0.9464 4.4591  C47 1.090
64 H -1.5521 -2.4579 4.3926  C47 1.090
65 H -2.1471 -1.3975 2.1474  C48 1.090
66 H -2.6328 -3.0304 2.3288  C48 1.090
67 C 0.2210 -2.8771 0.8189  C68 1.526, H76 1.090, H77 1.090, H78 1.090
68 C 0.8996 -4.0504 1.5204  C67 1.526, C69 1.518, H79 1.090, H80 1.090
69 C 1.3356 -5.0644 0.4780  C68 1.518, N70 1.569, H81 1.090, H82 1.090
70 N 1.7056 -6.4869 1.0261  C69 1.569, C71 1.589, C72 1.536, C75 1.572
71 C 2.7064 -6.4591 2.2605  N70 1.589, H83 1.090, H84 1.090, H85 1.090
72 C 2.3961 -7.3921 -0.0053  N70 1.536, C73 1.549, H86 1.090, H87 1.090
73 C 2.1369 -8.8909 0.2865  C72 1.549, C74 1.607, H88 1.090, H89 1.090
74 C 0.8081 -8.7366 1.1769  C73 1.607, C75 1.540, H90 1.090, H91 1.090
75 C 0.3633 -7.2652 1.2779  N70 1.572, C74 1.540, H92 1.090, H93 1.090
76 H -0.1029 -2.1385 1.5522  C67 1.090
77 H -0.6177 -3.1877 0.1960  C67 1.090
78 H 0.9122 -2.4213 0.1100  C67 1.090
79 H 0.2482 -4.6237 2.1800  C68 1.090
80 H 1.8040 -3.6950 2.0141  C68 1.090
81 H 2.2645 -4.6408 0.0960  C69 1.090
82 H 0.6656 -5.1407 -0.3783  C69 1.090
83 H 2.2086 -5.8865 3.0431  C71 1.090
84 H 3.6361 -5.9241 2.0668  C71 1.090
85 H 2.8962 -7.4488 2.6759  C71 1.090
86 H 3.4842 -7.3767 0.0568  C72 1.090
87 H 1.9877 -7.1717 -0.9916  C72 1.090
88 H 2.9126 -9.3569 0.8942  C73 1.090
89 H 2.1029 -9.3373 -0.7073  C73 1.090
90 H 0.8289 -9.1440 2.1876  C74 1.090
91 H 0.0408 -9.3720 0.7346  C74 1.090
92 H 0.0777 -7.1381 2.3221  C75 1.090
93 H -0.4347 -7.0378 0.5710  C75 1.090
94 C 5.5146 -2.9771 -6.1657  C95 1.560, H103 1.090, H104 1.090, H105 1.090
95 C 4.0205 -3.3844 -5.9779  C94 1.560, C96 1.516, H106 1.090, H107 1.090
96 C 3.1006 -2.2079 -6.2397  C95 1.516, N97 1.547, H108 1.090, H109 1.090
97 N 1.7684 -2.3566 -5.4680  C96 1.547, C98 1.495, C99 1.521, C102 1.546
98 C 0.8830 -3.5169 -5.7900  N97 1.495, H110 1.090, H111 1.090, H112 1.090
99 C 0.9044 -1.1173 -5.6469  N97 1.521, C100 1.489, H113 1.090, H114 1.090
100 C -0.0494 -1.0374 -4.5063  C99 1.489, C101 1.600, H115 1.090, H116 1.090
101 C 0.7250 -1.7431 -3.2972  C100 1.600, C102 1.533, H117 1.090, H118 1.090
102 C 1.9761 -2.3571 -3.9355  N97 1.546, C101 1.533, H119 1.090, H120 1.090
103 H 5.6489 -2.3030 -7.0117  C94 1.090
104 H 6.1172 -3.8833 -6.1047  C94 1.090
105 H 5.7430 -2.3413 -5.3103  C94 1.090
106 H 3.9823 -3.7599 -4.9554  C95 1.090
107 H 3.8026 -4.2804 -6.5591  C95 1.090
108 H 2.7412 -2.0015 -7.2478  C96 1.090
109 H 3.4618 -1.2509 -5.8629  C96 1.090
110 H 1.4585 -4.4201 -5.5873  C98 1.090
111 H 0.7933 -3.3783 -6.8674  C98 1.090
112 H -0.0237 -3.5261 -5.1850  C98 1.090
113 H 0.1843 -1.2012 -6.4608  C99 1.090
114 H 1.6018 -0.2821 -5.5824  C99 1.090
115 H -1.0433 -1.4760 -4.5942  C100 1.090
116 H -0.0862 0.0096 -4.2053  C100 1.090
117 H -0.0276 -2.3852 -2.8396  C101 1.090
118 H 0.8262 -1.0122 -2.4949  C101 1.090
119 H 2.1084 -3.3368 -3.4765  C102 1.090
120 H 2.8503 -1.7302 -3.7604  C102 1.090
121 C 2.3331 6.7608 -0.6669  C122 1.554, H130 1.090, H131 1.090, H132 1.090
122 C 1.1189 6.6854 0.2996  C121 1.554, C123 1.525, H133 1.090, H134 1.090
123 C 1.3531 5.7656 1.4935  C122 1.525, N124 1.528, H135 1.090, H136 1.090
124 N 0.2865 5.8337 2.5853  C123 1.528, C125 1.575, C126 1.476, C129 1.554
125 C -1.1752 5.4260 2.1617  N124 1.575, H137 1.090, H138 1.090, H139 1.090
126 C 0.3314 7.1006 3.3412  N124 1.476, C127 1.559, H140 1.090, H141 1.090
127 C -0.1702 6.8590 4.7969  C126 1.559, C128 1.545, H142 1.090, H143 1.090
128 C -0.0242 5.3357 5.0104  C127 1.545, C129 1.550, H144 1.090, H145 1.090
129 C 0.5714 4.7805 3.6920  N124 1.554, C128 1.550, H146 1.090, H147 1.090
130 H 2.0234 7.3172 -1.5515  C121 1.090
131 H 2.6894 5.7395 -0.8012  C121 1.090
132 H 3.2534 7.0597 -0.1651  C121 1.090
133 H 0.2273 6.3846 -0.2506  C122 1.090
134 H 0.7023 7.6110 0.6968  C122 1.090
135 H 2.2029 6.1305 2.0704  C123 1.090
136 H 1.4009 4.6877 1.3390  C123 1.090
137 H -1.9300 5.2760 2.9336  C125 1.090
138 H -1.2367 4.4504 1.6795  C125 1.090
139 H -1.5371 6.1556 1.4373  C125 1.090
140 H -0.1890 7.8627 2.7611  C126 1.090
141 H 1.3512 7.4286 3.5424  C126 1.090
142 H -1.2432 7.0269 4.7037  C127 1.090
143 H 0.3604 7.4628 5.5330  C127 1.090
144 H -1.0107 4.8885 5.1331  C128 1.090
145 H 0.5671 4.9699 5.8498  C128 1.090
146 H 0.0599 3.8727 3.3721  C129 1.090
147 H 1.6103 4.4509 3.7058  C129 1.090
148 P 0.1874 1.1381 0.9233  F149 1.638, F150 1.581, F151 1.720, F152 1.625, F153 1.651, F154 1.652
149 F 0.6896 0.3379 2.2620  P148 1.638
150 F -0.8223 2.0623 1.7149  P148 1.581
151 F 1.3874 2.3592 1.0884  P148 1.720
152 F -0.4035 1.8146 -0.4305  P148 1.625
153 F 1.1526 0.4076 -0.1997  P148 1.651
154 F -0.9681 0.0086 0.5792  P148 1.652
155 P -3.3883 2.9773 4.7687  F156 1.598, F157 1.631, F158 1.662, F159 1.671, F160 1.668, F161 1.605
156 F -3.0598 3.5610 6.2201  P155 1.598
157 F -4.9565 3.2079 5.1521  P155 1.631
158 F -3.5434 4.5000 4.1205  P155 1.662
159 F -3.9664 2.4696 3.2848  P155 1.671
160 F -1.7888 2.7180 4.3732  P155 1.668
161 F -3.4231 1.4959 5.3852  P155 1.605

Computed properties:
**HOMO**: -18.60 eV
**Molecular weight**: 1025.19 g mol⁻¹
**Max |F|**: 7.8 eV/A
**Charge**: +5
**Frontier orbital gap**: 7.823 eV
**LUMO energy**: -10.77 eV

Atom charges from the Löwdin analysis, given in e for atoms 1 to 8:
1 C 0.05
2 C -0.35
3 O 0.18
4 N 0.10
5 H 0.16
6 H 0.17
7 C 0.10
8 H 0.08